(1)
Formula: C18H24GaGe2N3O4S
Source: OMol25
Level of theory: the ωB97M-V functional and the def2-TZVPD basis

The geometry in XYZ format:
```
53
C18H24GaGe2N3O4S | OMol25 | the ωB97M-V functional and the def2-TZVPD basis
H 0.77959 -0.87021 5.41741
H 0.00574 -1.70334 -2.77889
H -3.63601 -4.86397 -0.95905
C -1.31166 3.05122 2.27067
H -1.16722 2.51088 3.20202
O -3.20597 0.98934 0.04918
C 3.62138 0.72685 -2.32003
C 2.63220 0.99940 -1.39164
O -3.50385 2.62234 -3.03376
Ga -1.60836 -0.24745 -0.67105
C 0.67942 -0.38550 3.33265
C -3.07831 1.74927 -2.36734
C 0.52386 -0.86225 2.03560
H 1.81194 4.64638 2.14879
H 1.50274 -2.13122 -0.84850
C 0.36562 -2.22910 1.84055
Ge 0.52320 0.46672 0.55349
S -3.19205 -2.21637 -0.65469
H 4.22503 1.52955 -2.71299
H 0.21826 -2.61603 0.83629
H 0.80470 0.67955 3.49807
H -0.30748 4.85019 -0.51954
H -1.08840 -3.81209 -3.08604
H 0.54042 -3.29355 5.04145
C 0.38521 -3.10076 2.91506
C 0.53516 -2.61165 4.20327
C -2.42949 -3.38215 -1.60487
H -2.42672 -5.38409 -2.08726
H -1.50852 4.09423 2.50534
H -2.19116 2.64429 1.77937
C 1.85342 -0.01674 -0.85029
Ge 0.26000 2.92166 1.07566
C 0.67612 -1.25150 4.41154
N -2.86647 -4.63983 -1.57033
N -1.37205 -3.10944 -2.40403
H 2.13356 3.06633 2.85671
C 3.83820 -0.57463 -2.73676
H -1.48512 -1.39038 -3.46118
H 2.46439 2.02186 -1.07485
C 3.05832 -1.59716 -2.21790
H 3.22306 -2.61721 -2.53526
H 4.61249 -0.79364 -3.45476
H 2.79901 3.47574 1.27677
O -4.41416 2.84198 -0.49608
C -3.71359 1.90173 -0.59231
C 1.93499 3.59003 1.92558
H 0.66494 3.67334 -1.39355
H -1.04226 3.35917 -1.09402
N -1.00217 -1.78127 -2.64338
C 2.07888 -1.32065 -1.27887
H 0.27668 -4.16399 2.75434
C -0.13620 3.78726 -0.66880
O -2.34134 0.76687 -2.42177
```

Net charge: +1
Energy relative to the best compared isomer or geometry (same formula, charge and spin): 29.5 kJ/mol
Multiplicity: 2

=====

(2)
Formula: C39H40Cl2F9InO3P
Source: OMol25
Level of theory: the ωB97M-V functional and the def2-TZVPD basis

The geometry in XYZ format:
```
95
C39H40Cl2F9InO3P | OMol25 | the ωB97M-V functional and the def2-TZVPD basis
F 1.12251 -1.20741 -0.90520
C -5.50844 1.38149 0.93715
C -5.02873 -4.29174 -6.48799
C 5.93792 2.05858 -1.47429
O 7.39688 0.30667 -0.49905
H 7.08566 0.45440 1.66097
F -0.23009 -0.02142 1.20075
C 5.53555 6.84992 6.44978
H -2.40352 -4.98665 -4.45278
C 2.27958 2.65476 1.56771
In 5.51514 3.80467 -0.11640
C -9.84804 -1.05317 -2.80628
H -0.58135 -5.00206 -2.16290
C -5.83576 -3.60824 -5.58351
F 3.52987 1.99179 1.85415
H -10.69555 -0.54703 -3.25642
H -6.19285 2.22176 0.88312
H 5.32458 0.60760 0.16631
O 8.05938 3.15640 2.06342
F 3.20678 -0.92917 0.16462
C -0.26216 -8.15756 -3.36957
O 7.73921 -1.44374 1.02442
H 2.82214 4.80018 1.89511
C 1.79549 -1.00468 0.30609
C -8.68095 -3.09134 -2.26302
C 1.19233 0.19512 1.20341
H -3.06885 -1.61475 1.12648
H -6.03276 -2.87772 -3.57081
H -3.76986 2.57046 0.50408
C -3.36535 -4.59760 -4.77095
C -9.76936 -2.44224 -2.83761
H -1.95888 -6.91188 -2.93063
H -10.55691 -3.01936 -3.31127
Cl 6.78033 5.74889 -1.09973
C -3.26844 0.50067 0.79877
H 1.88856 -5.17908 -2.16076
H 5.54599 6.62885 5.38750
C 6.01735 8.07085 6.91161
H -8.89789 0.77001 -2.17563
C -3.75314 -0.77444 1.07422
H 4.66069 4.96169 6.98871
F 1.62976 -0.03442 2.51789
C -5.40506 -3.41358 -4.27501
H 6.39196 9.30038 8.63583
C 5.99747 0.62743 -0.75403
C 1.28521 -6.01581 -2.49724
H 1.60433 -9.17192 -3.70172
C 2.45249 4.14027 1.02676
H 2.98104 -7.26803 -2.91876
H -3.16688 -5.32628 -6.78421
H -5.36182 -4.43765 -7.51007
H -6.82759 -2.85669 -1.19746
P 6.37050 3.55233 2.25759
C -3.79420 -4.78927 -6.08060
C -0.87664 -6.98827 -2.93265
H -7.05287 -0.04615 1.38550
F 1.99265 1.50620 -0.67981
H 4.63917 5.46326 9.41420
H 2.90182 3.76660 -1.22326
C -7.75533 -0.96283 -1.61445
H -6.97196 -0.38721 -1.13368
C 5.03926 5.91218 7.34960
H 6.39819 8.80448 6.20916
C 1.12544 -8.25881 -3.36414
C 7.41966 -0.24688 0.81089
C -5.11467 -0.97107 1.28221
C -5.99205 0.10700 1.21802
F 1.57532 -2.19454 1.07472
C 6.01176 8.35022 8.27527
H -3.83122 -3.75222 -2.84972
H -6.80121 -3.22608 -5.89899
C -0.10247 -5.91581 -2.49914
F 1.64353 2.78773 2.85992
H -2.20816 0.65445 0.64036
Cl 6.29188 5.38110 3.34098
F 0.16694 2.27229 0.43778
C 3.32469 4.30658 -0.30035
C 1.89940 -7.18843 -2.92552
H -5.49258 -1.96600 1.49537
H 5.11219 2.05196 -2.28400
C 5.02850 6.19344 8.71271
C 1.45928 1.66316 0.62514
C -4.14687 1.57744 0.72557
H -8.61695 -4.17381 -2.29248
C -7.67491 -2.35094 -1.64906
C -4.16843 -3.90631 -3.86934
H 8.36075 2.61694 2.82403
C -8.83895 -0.31296 -2.19704
H 6.92938 2.29301 -2.01671
H 3.27871 5.43014 -0.57459
H 5.60673 -0.14317 -1.52374
H -0.86544 -8.99120 -3.71397
H 5.51592 7.62795 10.23879
C 5.51876 7.41075 9.17538
H 1.38653 4.52552 0.79448
```

Net charge: -1
DFT total energy: -111200.1130 eV
Multiplicity: 1

=====

(3)
Formula: C4H17N2O2
Source: OMol25
Level of theory: the ωB97M-V functional and the def2-TZVPD basis

The geometry in XYZ format:
```
25
C4H17N2O2 | OMol25 | the ωB97M-V functional and the def2-TZVPD basis
H -1.71924 -0.02104 0.71494
H 1.20424 -0.26906 1.88517
H 2.55591 -1.22973 0.39116
N -0.62036 -1.87525 0.41170
H -2.61774 -1.37871 0.10782
C 0.78088 0.26479 1.03173
O -1.81201 1.98213 1.41819
H 2.13508 -2.44780 -2.35009
H -2.27983 -1.53148 1.60964
O -0.53400 4.27442 -1.74454
H -0.20657 0.78644 1.12603
H 1.86464 -2.60335 -0.09065
H 2.82811 -0.86201 -2.21275
H -2.51415 2.40793 0.92596
H 0.06679 -0.36151 -0.90846
C -1.78966 -1.10395 0.86552
H 1.51794 1.04068 0.64649
H -0.25446 -2.59770 1.11237
H -2.08311 2.52617 2.29788
N 2.03389 -1.53658 -1.98209
H -0.66710 -2.39557 -0.52267
C 0.53072 -0.77608 -0.02868
H -0.07065 5.01999 -1.54044
H -0.15945 4.25754 -2.65752
C 1.81015 -1.57026 -0.50668
```

Net charge: +2
Energy relative to the best compared isomer or geometry (same formula, charge and spin): 390.5 kJ/mol
Multiplicity: 2